C3H4N3 | wB97M-V/def2-TZVPD

Each line ends with the natural charge from an NBO analysis.
CARTESIAN COORDINATES (ANGSTROEM)
C 1.0553 -1.0762 0.7812  0.59
C 0.0978 -0.5308 1.5659  -0.28
C -1.2269 1.2508 -1.2761  -0.06
N -0.6696 0.2474 0.8509  0.04
N 1.6907 -1.3450 -0.1367  -0.50
N -0.8051 0.6428 -0.2700  -0.03
H 0.0334 -0.6191 2.5477  0.26
H 2.6565 -1.6258 -0.5985  0.53
H -1.9998 0.8277 -1.8308  0.22
H -0.8323 2.2280 -1.6337  0.24

Properties
LUMO level = -4.85 eV
HOMO energy = -14.33 eV
calculated total energy = -280.55774 a.u.
total charge = +1
SMILES = C=N/N=C\C#[NH+]

---

C3H4N3 | wB97M-V/def2-TZVPD

Each line ends with the natural charge from an NBO analysis.
CARTESIAN COORDINATES (ANGSTROEM)
C 2.3520 0.1567 -0.1436  0.33
C 0.5477 -1.1833 -0.4880  0.26
C 0.2794 1.0657 0.4970  0.21
N 1.0028 0.2216 -0.1543  -0.35
N 3.4178 -0.2207 -0.2134  -0.11
N 0.0230 -1.7607 0.4631  -0.50
H 1.0166 -1.4380 -1.3904  0.23
H -0.7616 0.6587 0.4459  0.25
H 0.4593 2.0773 0.8111  0.27
H -0.2502 -2.7210 0.1993  0.41

Properties
LUMO level = -6.91 eV
HOMO energy = -17.03 eV
calculated total energy = -280.58774 a.u.
total charge = +1
SMILES = [H]/N=C/[N+](=C)C#N

---

C3H4N3 | wB97M-V/def2-TZVPD

Each line ends with the natural charge from an NBO analysis.
CARTESIAN COORDINATES (ANGSTROEM)
C -1.0758 -1.1499 0.0230  0.22
C -0.0242 0.9742 -0.0155  0.28
C 1.5035 -1.0088 -0.0382  0.22
N 0.3381 -0.4322 0.1464  -0.41
N -1.9137 -0.2154 0.0566  -0.36
N -1.3274 0.9801 -0.0759  -0.24
H 0.7458 1.6904 0.0751  0.26
H 2.4567 -0.4179 -0.1239  0.25
H 1.3615 -2.1320 -0.0605  0.28
H -2.0645 1.7115 0.0128  0.49

Properties
LUMO level (alpha / beta) = -7.30 / -7.30 eV
HOMO energy (alpha / beta) = -13.90 / -13.90 eV
calculated total energy = -280.52901 a.u.
total charge = +1

---

C3H4N3O2 | wB97M-V/def2-TZVPD

Each line ends with the natural charge from an NBO analysis.
CARTESIAN COORDINATES (ANGSTROEM)
C 0.2818 1.0982 -0.6518  -0.05
C 0.0937 0.4044 -1.8470  -0.44
C -0.4551 -0.9305 -1.4004  0.53
N 0.0856 0.2867 0.4350  -0.13
N -0.3883 -0.9479 -0.0055  -0.54
N -0.0419 0.4762 1.8410  -0.17
O 0.9625 -0.3185 2.5686  -0.61
O -0.9369 -1.7903 -2.2095  -0.78
H 0.3666 2.1362 -0.4049  0.19
H -1.0350 0.0116 2.0310  0.34
H 0.7512 -1.2570 2.4737  0.46
H 0.3159 0.8310 -2.8300  0.20

Properties
LUMO level = 4.15 eV
HOMO energy = -2.83 eV
calculated total energy = -431.37736 a.u.
total charge = -1
SMILES = [O-]c1ccn(NO)n1

---

C3H4N4 | wB97M-V/def2-TZVPD

Each line ends with the natural charge from an NBO analysis.
CARTESIAN COORDINATES (ANGSTROEM)
C 2.1883 -0.1352 0.0097  -0.09
C -0.6484 0.7030 -0.0781  -0.11
C -2.0206 0.3613 0.0092  -0.12
H 3.1778 -0.5582 0.1439  0.19
H 2.1478 0.9731 0.1218  0.17
H -0.1294 1.6917 -0.2750  0.24
H -2.8614 0.9652 0.2548  0.22
N 1.2429 -0.9775 -0.0464  -0.18
N -0.0311 -0.4868 -0.0970  -0.08
N -2.1242 -1.0235 -0.0167  -0.22
N -0.9415 -1.5131 -0.0263  -0.02

Properties
LUMO level = 0.13 eV
HOMO energy = -9.67 eV
calculated total energy = -335.63667 a.u.
total charge = 0
SMILES = C=Nn1ccnn1

---

C3H4N4 | wB97M-V/def2-TZVPD

Each line ends with the natural charge from an NBO analysis.
CARTESIAN COORDINATES (ANGSTROEM)
C 0.9095 0.7836 -0.0106  0.01
C -0.2733 1.3761 0.1712  -0.20
C -0.9313 -1.3784 0.1694  0.13
H 2.0603 -0.7624 -0.5900  0.38
H 1.8899 1.2466 0.1683  0.20
H -0.2963 2.3680 0.7099  0.23
H -1.4893 -2.1638 0.6746  0.20
N 1.0799 -0.4690 -0.5515  -0.47
N -1.4932 0.8589 -0.4147  -0.09
N -1.8027 -0.3489 -0.3706  -0.17
N 0.3463 -1.5106 0.0440  -0.23

Properties
LUMO level = -0.38 eV
HOMO energy = -8.63 eV
calculated total energy = -335.60656 a.u.
total charge = 0
SMILES = C1=CNN=CN=N1